DFT (the ωB97M-V functional and the def2-TZVPD basis) results for a structure of composition C38H48AgN4.

ORCA input file:
```
! wB97M-V def2-TZVPD RIJCOSX def2/J DEFGRID3
* xyz 1 1
Ag 0.12580 -2.35281 -1.30043
C 3.47211 0.52736 -0.14746
C 3.65217 -0.59879 -1.12792
C 4.85172 -1.30169 -1.16162
C 5.04071 -2.36801 -2.02297
C 4.01750 -2.74707 -2.87564
C 2.80625 -2.06972 -2.87266
C 1.68954 -2.48986 -3.79322
C 2.62563 -0.99280 -1.99192
N 1.33602 -0.39182 -1.90976
C 1.04022 0.67490 -2.52633
C 2.02128 1.41418 -3.39996
C -1.53875 0.70507 -1.75524
C -2.80039 1.46924 -2.09103
N -1.61798 -0.74283 -1.53624
C -2.91171 -1.36047 -1.72657
C -3.29200 -1.52294 -3.06087
C -2.39503 -1.09972 -4.19981
C -4.52714 -2.09255 -3.34114
C -5.36453 -2.50763 -2.32365
C -4.94488 -2.39631 -1.00884
C -3.71539 -1.83641 -0.67938
C -3.29362 -1.84282 0.76849
H 4.44019 0.89343 0.19045
H 2.91735 0.17532 0.72570
H 2.91364 1.35845 -0.57835
H 5.64988 -1.00135 -0.49331
H 5.98359 -2.89828 -2.03141
H 4.16143 -3.57675 -3.55709
H 1.96936 -3.37243 -4.36338
H 1.41788 -1.69281 -4.48711
H 0.76596 -2.73446 -3.23144
H 2.78041 0.73451 -3.78575
H 2.53208 2.18437 -2.81811
H 1.51512 1.90644 -4.22926
H -2.68609 2.49164 -1.73278
H -3.66623 1.02859 -1.60316
H -2.97746 1.49397 -3.16709
H -1.36384 -0.95915 -3.87569
H -2.74483 -0.16846 -4.65100
H -2.40855 -1.85794 -4.98242
H -4.82845 -2.21362 -4.37493
H -6.33082 -2.93941 -2.54751
H -5.57878 -2.75945 -0.20934
H -3.99419 -2.44311 1.34717
H -3.26652 -0.84197 1.19320
H -2.30316 -2.28592 0.88149
C 1.29751 -1.64664 5.98636
C 0.10292 -1.08127 5.20459
C -0.02720 0.41504 5.50929
C -1.18204 -1.80300 5.65063
C 0.26482 -1.34385 3.71740
C 0.78917 -2.54467 3.24112
C 0.83017 -2.78317 1.88355
N 0.41541 -1.90764 0.96284
C -0.04781 -0.72472 1.39808
C -0.14936 -0.43111 2.75254
C -0.38270 0.34546 0.41228
C 0.25516 1.52249 0.53534
C 0.17018 2.71431 -0.31615
C -0.06492 2.65743 -1.63204
C -0.30936 1.36002 -2.39575
N -1.48902 0.20158 -0.43261
C 0.40223 4.04221 0.40938
C -0.69336 4.18564 1.47907
C 0.31298 5.24514 -0.53206
C 1.78784 4.05489 1.07426
H 1.24064 -1.32471 7.02569
H 2.24377 -1.29372 5.57215
H 1.29994 -2.73691 5.98210
H -0.03772 0.56743 6.58809
H -0.95619 0.82891 5.11470
H 0.81282 0.97838 5.09715
H -1.32514 -1.67473 6.72461
H -1.12035 -2.87119 5.43692
H -2.05452 -1.39922 5.13363
H 1.16192 -3.30461 3.91295
H 1.22114 -3.72130 1.50942
H -0.56557 0.52393 3.03483
H 0.93077 1.60362 1.37564
H -0.08306 3.56051 -2.22566
H -0.60753 1.62535 -3.41226
H -1.67824 4.22021 1.00839
H -0.55338 5.10862 2.04390
H -0.68081 3.34895 2.18008
H -0.67271 5.31131 -0.99588
H 1.07297 5.20130 -1.31449
H 0.47189 6.16025 0.03855
H 1.85341 3.36008 1.91259
H 2.00083 5.05150 1.46174
H 2.56705 3.79989 0.35235
*
```

Summary:
- Total energy: -50138.5510 eV

=====

DFT (the ωB97M-V functional and the def2-TZVPD basis) results for the molecule C5H7NO in a non-equilibrium geometry.

ORCA input file:
```
! wB97M-V def2-TZVPD RIJCOSX def2/J DEFGRID3
* xyz 0 1
C 2.59703 -0.17803 0.04989
C 1.49313 0.43847 -0.34245
C 0.08534 -0.18650 -0.90105
C 0.23493 0.77332 0.24950
C -0.97407 -0.14060 0.11666
N -2.26656 0.39162 -0.22330
O -1.05693 -1.17371 1.08101
H 3.50474 -0.11261 -0.54116
H 2.66422 -0.70326 0.99819
H 0.39277 -1.18919 -1.17326
H 0.02641 1.83725 0.24746
H -2.65839 0.90164 0.56465
H -2.19945 1.04391 -1.00032
H -1.84318 -1.70232 0.87418
*
```

Summary:
- Energy above the lowest of the compared OMol25 structures with the same formula, charge and spin: 210.3 kcal/mol
- Total energy: -8827.0844 eV

=====

DFT (the ωB97M-V functional and the def2-TZVPD basis) results for a structure of composition C15H35BCdF4N5O5 in a non-equilibrium geometry.

ORCA input file:
```
! wB97M-V def2-TZVPD RIJCOSX def2/J DEFGRID3
* xyz 1 1
Cd -0.23227 0.43880 -0.35051
B 0.14807 1.01114 3.05739
F 0.61906 -0.34086 3.29441
F -0.60119 0.88391 1.76891
F -0.65759 1.65858 3.98417
F 1.16945 1.83032 2.53792
C -0.55661 -2.00590 -3.83233
C 0.46328 -0.92809 -3.40851
O 0.17699 -0.10053 -2.53285
N 1.56963 -0.76528 -4.17232
C 2.32918 0.50709 -3.98465
H -0.13935 -2.74213 -4.49869
H -1.43418 -1.56120 -4.36210
H -1.01048 -2.54852 -3.03502
H 1.63376 -1.30937 -4.96119
H 1.67838 1.31211 -4.27347
H 3.18205 0.50095 -4.60894
H 2.66095 0.57212 -2.93168
C -3.27820 -0.66865 1.71172
C -3.21155 0.33466 0.55790
O -2.55590 0.10798 -0.45527
N -3.86706 1.47566 0.77811
C -4.02486 2.54767 -0.23476
H -2.28244 -1.06969 1.98383
H -3.90538 -1.42208 1.22671
H -3.79842 -0.30029 2.59599
H -4.25663 1.71241 1.69070
H -3.10816 3.00243 -0.56043
H -4.62087 3.28175 0.32151
H -4.53852 2.02867 -1.05913
C 1.31912 3.67098 -0.67889
C -0.02222 3.41203 -0.02030
O -0.75138 2.54190 -0.44832
N -0.32801 4.23245 1.02528
C -1.35818 3.95168 2.03282
H 2.14690 3.74904 0.04012
H 1.46003 4.58576 -1.23033
H 1.43739 2.87443 -1.40931
H 0.39191 4.87196 1.26321
H -2.14489 4.62471 1.66993
H -1.06768 4.23564 3.07142
H -1.55318 2.87164 2.03202
C 3.77034 0.74672 1.16595
C 3.00291 -0.03368 0.20202
O 2.00555 0.35301 -0.44911
N 3.57317 -1.24839 -0.07986
C 2.99880 -2.28639 -0.92317
H 4.83639 0.59285 0.88262
H 3.63091 0.20133 2.08582
H 3.40479 1.76098 1.24047
H 4.44517 -1.49821 0.34547
H 3.74104 -2.73690 -1.63828
H 2.21046 -1.78283 -1.50292
H 2.56309 -3.13331 -0.37106
C 0.32664 -3.10257 2.42543
C -0.12858 -2.73756 1.01621
O 0.20377 -1.68169 0.43944
N -1.11191 -3.48125 0.44631
C -1.49699 -4.87582 0.68753
H 1.00242 -2.32374 2.72783
H 0.85058 -4.07591 2.49077
H -0.58173 -3.06291 3.03278
H -1.68175 -2.94081 -0.17468
H -0.97779 -5.17005 1.59820
H -1.12383 -5.50898 -0.16175
H -2.54439 -5.03978 0.91893
*
```

Summary:
- Total energy: -49925.6551 eV